(1)
Entry from the Open Molecules 2025 dataset: the ion C4H9N2S with charge +1 at a distorted geometry (wB97M-V/def2-TZVPD).

XYZ file:
```
16
Properties=species:S:1:pos:R:3:lowdin_charge:R:1
C -1.64014 -0.39557 -0.08062 -0.5558
C 0.78268 0.49490 0.38677 -0.5827
C 1.76480 0.43721 1.40562 -0.0607
C 1.16612 0.32130 -1.08464 -0.0801
N -0.67823 -1.19651 -0.28967 0.0661
N -2.98178 -0.23239 -0.34019 0.1139
S -0.71949 1.10450 0.71862 1.1018
H 2.85184 0.42316 1.18833 0.1359
H 1.68693 -0.45459 1.93157 0.1127
H 1.58839 1.16337 2.11526 0.0799
H 1.36624 -0.76029 -1.26426 0.1050
H 2.15761 0.88348 -1.22960 0.1366
H 0.39885 0.52175 -1.82755 0.0843
H -0.84890 -2.09036 -0.59776 0.0694
H -3.58123 -1.01031 -0.56078 0.1150
H -3.31369 0.79033 -0.47109 0.1588
```

Values from the calculation:
- Net charge: +1
- LUMO energy: -5.96 eV
- Energy relative to the best compared isomer or geometry (same formula, charge and spin): 348.3 kJ/mol



(2)
Entry from the Open Molecules 2025 dataset: a cluster of 2 separate species, CH4O2S in total at a distorted geometry (wB97M-V/def2-TZVPD).

XYZ file:
```
8
Properties=species:S:1:pos:R:3:lowdin_charge:R:1
C -0.77699 -0.16330 0.30902 -0.5141
O -1.32728 -0.85877 -0.71932 -0.0445
O 0.50415 -0.59194 0.49985 -0.2012
S 1.79412 1.09160 -0.61473 0.6151
H -1.34959 -0.45533 1.14407 0.1144
H -0.75105 0.96977 0.14062 0.1055
H -0.64124 -1.32509 -1.26561 0.1223
H 2.54788 1.33306 0.50610 -0.1976
```

Values from the calculation:
- LUMO energy (alpha / beta): -2.83 / -2.83 eV
- Energy relative to the best compared isomer or geometry (same formula, charge and spin): 381.6 kJ/mol



(3)
Entry from the Open Molecules 2025 dataset: an isolated molecule of C3H5BN2O2S at a distorted geometry (wB97M-V/def2-TZVPD).

XYZ file:
```
14
Properties=species:S:1:pos:R:3:lowdin_charge:R:1
O -1.51557 1.28858 -0.08471 0.2221
B -1.22525 -0.00984 -0.12137 -0.8059
O -1.94337 -0.97342 0.50840 0.1468
C 0.14389 -0.55195 -0.64924 -0.6313
S 0.31513 -2.31326 -0.98068 0.8413
N 0.87307 0.28915 -1.44359 0.0729
C 1.66353 0.98292 -0.75722 -0.1224
C 1.73719 0.57880 0.65564 -0.1751
N 0.89370 -0.31856 1.01084 0.1451
H -2.19114 1.46067 0.56731 0.1132
H -2.77831 -0.61051 0.84760 0.1210
H -0.38933 -2.68182 0.03532 -0.1545
H 2.05020 1.97945 -1.06225 0.1271
H 2.36624 0.87978 1.47393 0.0997
```

Values from the calculation:
- LUMO energy: 0.09 eV
- Energy relative to the best compared isomer or geometry (same formula, charge and spin): 201.5 kJ/mol